No. 1
DFT (ωB97M-V/def2-TZVPD) results for a 13-piece molecular cluster, C19H56O17 overall at a distorted geometry.

Results
Relative energy (zero: lowest compared OMol25 entry of this formula, charge and spin): 90.3 kcal per mole
Energy: -55411.0006 eV
Net charge: 0
LUMO: -0.20 eV
2S+1: 1
HOMO: -10.16 eV
Gap between HOMO and LUMO: 9.960 eV

Element x y z (Å)
O (3.95, -0.15, -7.75)
O (10.67, -6.14, -9.77)
O (10.55, -0.67, -13.40)
O (12.32, -5.98, -8.24)
O (0.51, 7.46, -5.95)
O (10.53, 1.47, -5.03)
O (1.69, 7.44, -7.77)
O (4.52, -4.67, -2.49)
O (0.55, 9.33, -7.18)
O (16.65, 5.08, -5.28)
O (6.07, 1.47, -11.93)
O (12.28, 3.98, 2.61)
O (2.44, 1.54, -3.34)
O (9.18, 6.48, -2.99)
O (11.45, 5.95, -10.32)
O (10.21, -5.26, -7.86)
O (14.88, -1.18, -4.63)
C (9.30, 0.99, -5.57)
C (5.17, 2.26, -12.68)
C (7.99, 6.81, -2.29)
C (5.53, -3.76, -2.18)
C (9.30, -5.80, -9.83)
C (11.69, -0.43, -12.62)
C (15.63, -0.94, -5.88)
C (3.19, -1.35, -7.85)
C (10.49, 5.18, -9.53)
C (15.50, 5.89, -4.91)
C (2.05, 6.22, -7.17)
C (1.22, 6.21, -5.88)
C (11.15, -5.82, -8.59)
C (8.61, -7.08, -10.37)
C (3.61, 6.22, -6.95)
C (8.93, -5.40, -8.41)
C (12.73, 4.73, 1.45)
C (0.81, 8.12, -7.03)
C (1.43, 0.80, -2.65)
H (4.11, 5.98, -7.89)
H (8.28, 7.34, -1.38)
H (2.21, -1.31, -7.37)
H (12.55, -0.90, -13.09)
H (7.65, -6.85, -10.83)
H (16.36, -1.75, -5.98)
H (15.11, 5.77, -3.90)
H (14.75, 5.62, -5.65)
H (0.46, 0.80, -3.14)
H (5.54, 3.26, -12.92)
H (9.90, 5.96, -9.07)
H (10.92, 4.49, -8.81)
H (4.47, -0.09, -8.55)
H (7.58, 5.88, -1.89)
H (11.57, -0.83, -11.61)
H (16.24, -0.04, -5.81)
H (1.91, 6.22, -5.04)
H (15.00, -0.98, -6.77)
H (4.91, 1.70, -13.58)
H (8.46, -7.83, -9.59)
H (10.70, -0.36, -14.29)
H (4.29, 2.51, -12.08)
H (5.84, -3.21, -3.08)
H (16.74, 4.98, -6.23)
H (8.47, 1.68, -5.41)
H (9.20, -4.96, -10.51)
H (11.86, 0.63, -12.46)
H (8.50, -4.40, -8.35)
H (7.24, 7.37, -2.85)
H (3.89, 7.24, -6.68)
H (15.79, 6.93, -5.04)
H (3.70, -2.21, -7.40)
H (1.66, 5.37, -7.73)
H (14.25, -0.46, -4.53)
H (12.17, 5.66, 1.31)
H (6.80, 1.05, -12.39)
H (2.96, -1.59, -8.88)
H (11.33, 4.04, 2.65)
H (8.36, -6.12, -7.82)
H (9.60, 7.32, -3.15)
H (6.42, -4.25, -1.79)
H (4.45, -5.39, -1.86)
H (3.97, 5.44, -6.28)
H (0.52, 5.37, -5.91)
H (13.79, 4.97, 1.54)
H (9.33, 0.85, -6.65)
H (9.86, 4.66, -10.26)
H (9.25, -7.52, -11.13)
H (5.24, -2.95, -1.50)
H (2.66, 1.15, -4.19)
H (11.71, 6.70, -9.78)
H (1.77, -0.21, -2.86)
H (8.94, 0.03, -5.20)
H (12.58, 4.29, 0.47)
H (10.46, 2.38, -4.75)
H (1.36, 0.89, -1.56)

Atom charges from the Löwdin analysis, given in e for atoms 1 to 8: atom 1 (O): -0.121, atom 2 (O): 0.095, atom 3 (O): -0.121, atom 4 (O): 0.123, atom 5 (O): 0.083, atom 6 (O): -0.114, atom 7 (O): 0.084, atom 8 (O): -0.112

=====

No. 2
DFT (ωB97M-V/def2-TZVPD) results for a 9-piece molecular cluster, C19H56O9 overall at a distorted geometry.

Results
Relative energy (zero: lowest compared OMol25 entry of this formula, charge and spin): 82.2 kcal per mole
Energy: -39036.2437 eV
SMILES: CC(C)O.CC(C)O.CC(C)O.CC(C)O.CC(C)O.CO.CO.CO.CO
Net charge: 0
LUMO: 0.29 eV
2S+1: 1
HOMO: -9.74 eV
Gap between HOMO and LUMO: 10.033 eV

Element x y z (Å)
O (-8.94, 2.34, -15.20)
O (-7.23, 4.43, -20.52)
O (-14.35, -2.44, -14.98)
O (-12.09, -2.62, -20.82)
O (-7.53, -3.05, -13.52)
O (-7.99, -4.17, -19.88)
O (-6.43, -1.91, -16.26)
O (-8.55, -0.07, -16.80)
O (-8.19, -5.34, -17.19)
C (-8.28, -1.85, -13.32)
C (-7.16, -3.34, -20.65)
C (-9.55, -1.58, -18.51)
C (-6.01, 3.76, -20.15)
C (-12.25, -1.90, -22.05)
C (-8.88, -4.72, -16.13)
C (-14.54, -2.06, -16.34)
C (-9.76, -2.17, -13.36)
C (-11.37, -0.66, -22.06)
C (-13.71, -1.50, -22.11)
C (-7.74, -1.13, -12.07)
C (-13.26, -2.29, -17.13)
C (-7.70, 1.98, -14.67)
C (-14.97, -0.61, -16.42)
C (-5.66, 2.63, -21.10)
C (-8.73, -0.36, -18.19)
C (-5.61, -2.48, -17.28)
C (-9.21, 0.92, -18.85)
C (-4.87, 4.77, -20.07)
H (-8.54, -4.73, -20.43)
H (-15.10, -0.23, -17.43)
H (-4.81, -3.12, -16.88)
H (-8.12, -1.09, -14.10)
H (-9.93, -5.03, -16.18)
H (-5.42, 2.98, -22.11)
H (-8.59, 1.77, -18.56)
H (-13.60, -1.95, -14.62)
H (-7.29, 4.53, -21.48)
H (-10.24, -1.27, -12.96)
H (-9.52, -1.68, -19.60)
H (-12.93, -3.33, -17.00)
H (-6.96, 1.65, -15.41)
H (-9.21, 1.60, -15.78)
H (-6.69, -0.90, -12.20)
H (-6.63, -2.94, -13.19)
H (-6.11, -3.67, -20.66)
H (-8.60, -5.05, -15.12)
H (-7.70, -0.53, -18.54)
H (-6.39, 1.83, -21.18)
H (-5.04, 5.56, -19.35)
H (-14.35, -2.29, -22.53)
H (-7.99, -0.76, -16.42)
H (-10.62, -1.58, -18.27)
H (-7.96, -4.72, -17.88)
H (-10.08, -2.25, -14.40)
H (-13.48, -2.17, -18.19)
H (-7.23, 2.82, -14.15)
H (-7.91, -1.76, -11.18)
H (-12.45, -1.61, -16.89)
H (-6.23, -3.05, -17.97)
H (-9.11, -2.45, -18.02)
H (-8.74, -3.64, -16.12)
H (-13.92, -0.60, -22.70)
H (-10.06, -3.03, -12.77)
H (-11.62, 0.02, -21.25)
H (-8.34, -0.26, -11.80)
H (-7.51, -3.16, -21.67)
H (-14.09, -1.29, -21.11)
H (-11.98, -2.55, -22.89)
H (-6.31, 3.51, -19.13)
H (-7.75, 1.23, -13.87)
H (-9.24, 0.85, -19.94)
H (-14.16, -0.03, -15.95)
H (-15.90, -0.37, -15.91)
H (-10.31, -0.90, -21.88)
H (-6.62, -2.57, -15.59)
H (-3.93, 4.28, -19.79)
H (-11.34, -0.10, -22.99)
H (-10.18, 1.27, -18.48)
H (-11.14, -2.63, -20.64)
H (-7.04, -2.36, -20.16)
H (-15.35, -2.67, -16.76)
H (-4.68, 2.24, -20.79)
H (-4.72, 5.17, -21.08)
H (-5.13, -1.64, -17.78)

Atom charges from the Löwdin analysis, given in e for atoms 1 to 8: atom 1 (O): -0.113, atom 2 (O): -0.069, atom 3 (O): -0.051, atom 4 (O): -0.059, atom 5 (O): -0.058, atom 6 (O): -0.120, atom 7 (O): -0.139, atom 8 (O): -0.080